1.
A cluster of 2 separate species, C6H12O in total in a non-equilibrium geometry. Source: OMol25; level of theory: ωB97M-V/def2-TZVPD.

Calculated values
Kohn-Sham gap in eV: 8.5

Geometry (Å):
C1 1.382 1.698 -0.032
H1 -2.294 -3.819 1.202
H2 0.711 1.181 -0.870
C2 -0.121 -1.217 1.830
H3 -2.672 -2.450 2.176
C3 1.128 0.993 1.267
C4 -1.095 -1.887 0.895
H4 -0.995 0.657 1.311
H5 0.795 -1.808 1.488
C5 -2.141 -2.726 1.321
H6 -1.051 -1.594 -0.170
H7 1.925 0.893 2.135
H8 0.759 1.666 -5.106
C6 -0.041 0.298 1.557
H9 -0.443 -1.105 2.880
H10 0.275 2.918 -5.610
H11 2.464 1.511 -0.269
O1 0.169 1.993 -5.823
H12 1.244 2.797 -0.180

2.
A cluster of 2 separate species, C6H12O in total in a non-equilibrium geometry. Source: OMol25; level of theory: ωB97M-V/def2-TZVPD.

Calculated values
Kohn-Sham gap in eV: 9.0

Geometry (Å):
H1 -3.298 0.442 -0.059
C1 -0.254 -0.438 0.790
C2 -1.325 -0.407 -0.004
C3 0.621 -1.599 1.025
H2 1.542 -0.805 2.745
C4 -2.273 0.758 0.100
H3 -2.530 -1.387 -1.475
H4 3.300 4.419 -2.153
H5 1.994 -2.520 2.305
H6 0.405 -2.449 0.391
H7 0.020 0.441 1.368
C5 1.453 -1.616 2.055
H8 3.946 3.454 -1.193
O1 4.025 3.790 -2.091
C6 -1.483 -1.327 -1.169
H9 -1.997 1.440 -0.711
H10 -0.846 -1.093 -2.025
H11 -2.141 1.250 1.055
H12 -1.157 -2.354 -0.954

3.
A cluster of 2 separate species, C6H12O in total in a non-equilibrium geometry. Source: OMol25; level of theory: ωB97M-V/def2-TZVPD.

Calculated values
Kohn-Sham gap in eV: 9.8

Geometry (Å):
H1 0.154 -2.036 -0.182
H2 -0.972 2.566 0.350
H3 1.732 1.209 -1.395
C1 0.195 -0.420 1.971
H4 -1.479 -0.709 0.582
C2 0.226 -0.350 -1.088
H5 2.041 0.140 0.058
H6 0.021 -0.637 -2.133
H7 -0.419 -2.806 -1.348
H8 -2.040 1.588 -0.689
H9 1.287 -0.439 1.988
O1 0.413 -2.675 -0.880
C3 1.317 0.531 -0.653
C4 -1.008 1.923 -0.529
C5 -0.135 0.767 -0.288
H10 -0.156 -1.227 2.627
C6 -0.422 -0.413 0.540
H11 -0.663 2.466 -1.410
H12 -0.092 0.521 2.478